[1]
Density functional theory data (the ωB97M-V functional and the def2-TZVPD basis) for 4 unconnected molecules or ions with the total composition C8H22NO5 in a non-equilibrium geometry.

Output
Net charge: -1
Kohn-Sham gap (hartree): 0.2445
ΔE to the lowest compared entry with this formula, charge and spin (kJ/mol): 331.7

Last column: Löwdin charge in e.
Positions of all 36 atoms, in Å:
C1 2.12030 -0.36888 -3.35255  -0.16
C2 1.14749 -0.69939 -2.03876  -0.19
C3 0.26221 0.64261 -1.70323  -0.27
N1 0.72674 1.21534 -0.38258  -0.11
C4 1.59521 2.44332 -0.54246  -0.15
C5 -1.35800 0.37562 -1.56420  -0.40
O1 -2.14918 1.43412 -1.25409  -0.18
O2 -2.01395 -0.94651 -1.71080  -0.29
H1 2.35428 0.79712 -3.44308  0.07
H2 3.12143 -0.97488 -3.24594  0.06
H3 1.58001 -0.77497 -4.33405  0.08
H4 0.49407 -1.63943 -2.34414  0.11
H5 1.87260 -1.04096 -1.18469  0.10
H6 0.40569 1.38159 -2.60139  0.13
H7 1.23197 0.51428 0.20220  0.07
H8 2.73894 2.21645 -0.28945  0.09
H9 1.59332 2.91913 -1.61211  0.08
H10 1.22476 3.25906 0.24620  0.08
C6 0.37316 2.69521 3.64306  -0.17
O3 0.23499 3.06735 2.28410  -0.14
H11 0.33772 3.59407 4.26298  0.07
H12 -0.44583 2.02870 3.92443  0.07
H13 1.33252 2.19247 3.78842  0.07
H14 0.27015 2.24985 1.75885  0.05
C7 -3.91016 -3.53452 -0.50261  -0.19
O4 -4.83020 -2.77964 -1.26943  -0.15
H15 -4.39794 -4.45161 -0.16416  0.06
H16 -3.04474 -3.79076 -1.11866  0.07
H17 -3.59300 -2.95131 0.36545  0.07
H18 -4.36943 -1.97265 -1.55561  0.06
C8 0.47845 -1.20187 2.63065  -0.16
O5 1.73961 -0.74870 2.17409  -0.15
H19 -0.30688 -0.70527 2.05606  0.09
H20 0.40441 -2.28255 2.48640  0.08
H21 0.36328 -0.95613 3.68923  0.07
H22 2.41600 -1.20628 2.70187  0.08

***

[2]
Density functional theory data (the ωB97M-V functional and the def2-TZVPD basis) for 5 unconnected molecules or ions with the total composition C8H22O4 in a non-equilibrium geometry.

Output
Net charge: 0
SMILES: C=C/C=C/CCCC.O.O.O.O
Kohn-Sham gap (hartree): 0.3488
ΔE to the lowest compared entry with this formula, charge and spin (kJ/mol): 249.7

Last column: Löwdin charge in e.
Positions of all 34 atoms, in Å:
C1 -3.45428 0.70073 0.53743  -0.13
C2 -2.70437 -0.67249 0.51188  -0.23
C3 -1.71183 -0.72947 1.79370  -0.20
C4 -0.56203 0.28497 1.82730  -0.20
C5 2.75184 0.07321 -1.00198  0.02
C6 2.97621 0.38819 0.28049  -0.15
C7 1.81432 0.43497 1.17725  -0.14
C8 0.63718 -0.10825 0.90537  -0.16
H1 -2.86764 1.34505 -0.16413  0.06
H2 -3.54356 1.17964 1.53687  0.07
H3 -4.51132 0.70443 0.11054  0.08
H4 -2.10720 -0.79437 -0.40307  0.07
H5 -3.46725 -1.47618 0.46275  0.10
H6 -2.29490 -0.69189 2.71576  0.10
H7 -1.31916 -1.78940 1.62050  0.10
H8 -0.28971 0.44501 2.85071  0.10
H9 -0.94579 1.23692 1.48661  0.10
H10 1.75941 0.07731 -1.54980  0.07
H11 3.71271 0.16072 -1.49735  0.06
H12 3.83837 0.65355 0.68385  0.05
H13 1.84802 1.13830 2.07618  0.14
H14 0.29994 -0.84912 0.07534  0.13
H15 0.66691 -2.96518 1.38748  0.09
H16 0.98663 -1.57993 2.04846  -0.01
O1 0.94250 -2.54426 2.28613  -0.12
H17 0.14674 1.31106 -2.63170  -0.02
H18 -0.98643 1.04085 -1.60621  0.03
O2 -0.78362 1.18719 -2.55746  -0.05
H19 1.83014 3.27715 -1.53236  0.03
H20 0.36646 3.12384 -2.05123  0.02
O3 1.28183 2.98600 -2.22985  -0.02
H21 0.37734 -2.23494 -2.60574  -0.03
H22 -1.04333 -1.86599 -2.52440  -0.02
O4 -0.30804 -2.08868 -2.08354  0.06

***

[3]
Density functional theory data (the ωB97M-V functional and the def2-TZVPD basis) for 6 unconnected molecules or ions with the total composition C8H22O5 in a non-equilibrium geometry.

Output
Net charge: +1
Spin multiplicity: 2
Kohn-Sham gap (spin up / spin down) (hartree): 0.3350 / 0.2045
ΔE to the lowest compared entry with this formula, charge and spin (kJ/mol): 102.6
Expectation value of S²: 0.77

Last column: Löwdin charge in e.
Positions of all 35 atoms, in Å:
C1 -0.08680 1.79939 -0.15562  -0.07
C2 -1.04283 0.70987 0.32534  -0.16
C3 -0.89348 -0.57102 -0.46864  -0.31
C4 -1.90097 -1.12139 -1.11395  0.11
C5 1.29234 -1.02377 -1.53450  0.24
C6 0.46312 -1.16373 -0.48242  -0.19
C7 0.87900 -1.95413 0.67858  -0.04
C8 0.04388 -2.74937 1.35129  0.15
H1 0.94805 1.39058 -0.21018  0.07
H2 -0.37290 2.11985 -1.12189  0.05
H3 -0.13544 2.69089 0.47349  0.10
H4 -0.80750 0.50654 1.36650  0.09
H5 -2.13613 1.06919 0.24024  0.14
H6 -2.90152 -0.70232 -1.12483  0.09
H7 -1.83804 -2.00349 -1.73547  0.09
H8 2.34989 -1.41082 -1.54709  0.13
H9 1.03487 -0.48108 -2.45039  0.11
H10 1.95321 -1.89408 0.91351  0.14
H11 -0.93864 -2.89264 1.06746  0.08
H12 0.34875 -3.34303 2.15750  0.09
H13 1.41774 1.99835 2.06502  0.01
H14 1.48593 0.72695 2.79657  -0.01
O1 2.02387 1.37129 2.35909  0.00
H15 -0.53946 0.69057 -2.52026  0.00
H16 -1.33907 0.28579 -3.75365  0.07
O2 -1.10999 1.04191 -3.22053  -0.02
H17 2.68744 0.55863 1.00318  -0.01
H18 3.90633 0.65888 0.05273  0.04
O3 3.09179 0.21761 0.18505  -0.04
H19 -3.44741 2.58952 -1.95979  0.01
H20 -2.47348 1.50396 -2.26861  -0.02
O4 -3.26229 1.71589 -1.75003  -0.04
H21 -0.00400 -0.95931 2.77410  0.06
H22 0.90302 -0.96982 4.07428  0.04
O5 0.40073 -0.40566 3.53392  -0.03

***

[4]
Density functional theory data (the ωB97M-V functional and the def2-TZVPD basis) for a molecular structure, C8H23BN5O11PS in a non-equilibrium geometry.

Output
Net charge: 0
Kohn-Sham gap (hartree): 0.3302

Last column: Löwdin charge in e.
Positions of all 50 atoms, in Å:
N1 1.58623 1.07272 -1.03299  -0.01
C1 2.02046 0.06164 -1.98328  -0.25
C2 1.18504 -1.25361 -1.88092  -0.15
C3 -0.00028 -1.11709 -0.93224  -0.14
C4 -1.35174 -1.75249 -1.26984  -0.39
P1 -1.88777 -1.67319 -3.01832  0.50
O1 -3.32337 -1.93850 -3.19397  -0.23
O2 -1.41579 -0.23100 -3.52304  -0.09
O3 -0.94254 -2.68446 -3.79354  -0.08
O4 -1.38962 -3.17856 -0.97696  -0.16
S1 -2.24534 -3.45498 0.33606  0.60
O5 -1.38856 -3.23218 1.45342  -0.22
O6 -2.97660 -4.66571 0.22302  -0.20
O7 -3.20742 -2.23093 0.12348  -0.14
C5 -2.35915 -1.10534 -0.28669  -0.27
C6 -3.22640 0.02142 -0.79251  -0.01
B1 -2.52560 1.44668 -0.76532  -0.63
O8 -2.62847 2.21465 -1.91089  0.16
O9 -1.86156 1.94520 0.33557  0.15
H1 1.97936 0.90245 -0.11630  0.03
H2 1.72161 2.01522 -1.35367  0.07
H3 3.06467 -0.21275 -1.81251  0.10
H4 1.97125 0.46839 -2.99114  0.10
H5 0.90781 -1.58354 -2.87872  0.07
H6 1.83201 -2.04118 -1.49886  0.11
H7 0.26877 -1.56891 0.02290  0.12
H8 -0.19235 -0.06694 -0.74152  0.09
H9 -2.20831 0.31346 -3.59743  0.08
H10 -0.37356 -2.24496 -4.43011  0.09
H11 -1.82538 -0.79064 0.60925  0.15
H12 -3.62347 -0.17303 -1.78190  0.09
H13 -4.09168 0.05377 -0.12386  0.14
H14 -1.80053 2.63114 -2.13559  0.10
H15 -0.90457 1.79965 0.36687  0.07
C7 0.54797 3.14956 2.56447  -0.66
O10 0.77632 2.67872 1.46112  0.02
N2 1.37009 2.93117 3.63508  0.16
N3 -0.55147 3.92008 2.80584  0.17
H16 1.19765 3.30212 4.54934  0.09
H17 2.17868 2.35735 3.47970  0.08
H18 -1.18049 4.06875 2.03783  0.10
H19 -0.76921 4.31136 3.70157  0.10
C8 3.13594 -0.55481 2.23463  -0.65
O11 2.37913 -0.54286 1.28061  0.04
N4 3.95666 0.50282 2.52915  0.15
N5 3.21394 -1.62032 3.08435  0.16
H20 4.59635 0.50950 3.30082  0.09
H21 3.91460 1.30092 1.92147  0.10
H22 2.61740 -2.40376 2.89165  0.11
H23 3.82925 -1.65702 3.87396  0.09

***

[5]
Density functional theory data (the ωB97M-V functional and the def2-TZVPD basis) for a molecular structure, C8H23Br3MnNO5 in a non-equilibrium geometry.

Output
Net charge: -1
Spin multiplicity: 6
Kohn-Sham gap (spin up / spin down) (hartree): 0.2733 / 0.2861
Expectation value of S²: 8.75

Last column: Löwdin charge in e.
Positions of all 41 atoms, in Å:
Mn1 -0.28946 0.50822 -1.24305  0.07
Br1 1.11099 -1.60395 -1.65418  0.04
Br2 -2.31445 2.10697 -0.30008  -0.26
Br3 0.82986 2.05212 -3.04367  -0.20
C1 3.14731 1.16321 0.15706  -0.09
C2 2.09800 0.53062 1.04686  -0.42
C3 2.36632 0.83707 2.53164  -0.20
O1 1.21650 0.46277 3.25329  -0.20
C4 1.23844 0.79429 4.61471  -0.11
N1 0.76626 1.03927 0.62508  -0.01
H1 2.99484 0.89036 -0.89106  0.04
H2 4.17988 0.83197 0.32762  0.08
H3 3.20149 2.25591 0.15687  0.08
H4 2.14886 -0.54989 0.91607  0.09
H5 2.56203 1.91613 2.65239  0.13
H6 3.29683 0.37367 2.88275  0.13
H7 0.43103 0.22600 5.08068  0.09
H8 0.95673 1.84070 4.80575  0.09
H9 2.20198 0.62558 5.10042  0.09
H10 0.22706 0.82759 1.47256  0.07
H11 0.83470 2.05910 0.63624  0.08
C5 -0.29518 -2.51452 1.65542  -0.28
C6 -1.56340 -1.69925 1.53474  -0.23
O2 -1.61774 -1.08282 0.26060  -0.19
O3 -0.22719 -3.56848 0.72380  -0.11
H12 -0.17682 -2.89064 2.67440  0.12
H13 0.57811 -1.87042 1.50396  0.08
H14 -1.69742 -0.93205 2.31187  0.12
H15 -2.44488 -2.31925 1.74752  0.12
H16 -2.52580 -1.04650 -0.04704  0.06
H17 0.00550 -3.14516 -0.12893  -0.05
C7 -1.73820 -0.43072 -4.05459  -0.24
C8 -2.29969 0.75422 -4.81158  -0.24
O4 -3.72853 0.85077 -4.71338  -0.08
O5 -1.87604 -0.24156 -2.65182  -0.24
H18 -0.70974 -0.66847 -4.33028  0.10
H19 -2.23157 -1.38512 -4.29541  0.13
H20 -2.09700 0.64756 -5.88025  0.12
H21 -1.85715 1.68987 -4.46612  0.08
H22 -3.92750 1.07894 -3.79508  0.07
H23 -2.77499 -0.41411 -2.36580  0.08

***

[6]
Density functional theory data (the ωB97M-V functional and the def2-TZVPD basis) for a molecular structure, C8H23ClI2NO2P2Ru in a non-equilibrium geometry.

Output
Net charge: +2
Spin multiplicity: 6
Kohn-Sham gap (spin up / spin down) (hartree): 0.2058 / 0.1969
ΔE to the lowest compared entry with this formula, charge and spin (kJ/mol): 202.0
Expectation value of S²: 8.78

Last column: Löwdin charge in e.
Positions of all 40 atoms, in Å:
I1 -0.54393 -1.08613 -4.36823  0.12
I2 2.04318 -2.06151 -4.50338  0.14
Ru1 0.17005 0.00162 0.81128  0.72
P1 1.62562 1.13630 -0.22061  0.62
C1 1.63297 1.25727 -2.03743  -0.23
C2 0.86980 2.73015 0.26114  -0.25
H1 1.74867 3.38657 0.30250  0.06
H2 3.50467 2.43682 0.01070  0.07
H3 0.31960 2.67796 1.21180  0.03
H4 3.51682 1.15822 1.31277  0.03
H5 0.60632 1.07995 -2.41241  0.00
H6 0.15774 3.06865 -0.49480  0.06
C3 3.35216 1.37597 0.24746  -0.22
H7 2.00013 2.28771 -2.18265  0.08
H8 3.96865 0.72623 -0.38749  0.07
H9 2.31655 0.47774 -2.42155  0.02
P2 0.49922 -2.15211 0.66078  0.65
C4 0.09194 -3.01272 -0.91298  -0.23
C5 1.78678 -3.11092 1.49285  -0.22
H10 -1.15465 -1.62463 2.43437  0.04
H11 -0.78448 -3.37571 2.18878  0.07
H12 -1.90521 -2.48127 1.07836  0.06
C6 -0.99824 -2.42059 1.68984  -0.23
H13 2.22324 -2.54032 2.32042  0.03
H14 1.30009 -4.01927 1.86081  0.07
H15 -0.31051 -4.00139 -0.62540  0.08
H16 1.01709 -3.08836 -1.50803  0.02
H17 2.56733 -3.35587 0.76603  0.07
H18 -0.63463 -2.37923 -1.45885  -0.01
Cl1 1.46002 0.10871 2.69894  0.11
N1 -3.67117 2.57235 0.85357  0.20
C7 -3.62044 1.41475 -0.20706  0.00
C8 -2.27768 0.69026 -0.22871  -0.61
O1 -1.45564 1.35421 0.52724  -0.22
O2 -2.05514 -0.38112 -0.83454  -0.02
H19 -3.41624 2.19158 1.78406  0.18
H20 -4.62484 2.95676 0.82401  0.17
H21 -3.09006 3.42194 0.64053  0.19
H22 -4.41192 0.71196 0.02440  0.14
H23 -3.82386 1.86746 -1.19853  0.16